1.
Computed, not measured: a structure of composition C63H71Cl6N13O10V2 at a distorted geometry, with the ωB97M-V functional and the def2-TZVPD basis.

Properties
LUMO (spin up / spin down)   -1.1 / -0.9 eV
HOMO level (spin up / spin down)   -8.969 / -8.986 eV

```
! RIJCOSX wB97M-V def2-TZVPD def2/J DEFGRID3
* xyz 0 3
O -1.4471 -3.3828 4.7215
V -1.0451 -2.5752 3.3783
O -0.0933 -4.6404 0.1536
V 1.0708 -3.5746 0.5028
C -2.0072 -0.9784 -0.2272
C -0.7766 -0.7350 0.6211
C -0.9188 0.4915 1.5523
O -0.3062 -1.9434 1.2276
H -2.8861 -0.8489 0.4044
H -2.0629 -1.9975 -0.6098
H -2.1471 -0.1512 -0.9231
H -0.1207 -0.4058 -0.1848
H -1.7935 0.3775 2.1925
H -1.1011 1.3745 0.9399
H 0.0008 0.6748 2.1080
C 2.2128 -4.2562 5.0133
C 1.6623 -4.8647 3.7199
C 0.9189 -6.1769 4.1750
O 0.8911 -4.0123 2.8459
H 2.7954 -3.3781 4.7348
H 2.8869 -4.9939 5.4488
H 1.4250 -4.0379 5.7343
H 2.5533 -5.0534 3.1209
H 0.0492 -5.9816 4.8023
H 1.5950 -6.8123 4.7471
H 0.7099 -6.7703 3.2849
N 1.4472 -2.8714 -2.8502
O 2.2133 -3.7048 -3.2381
O 1.3039 -2.8316 -1.6254
O 0.8424 -2.1877 -3.6391
N -4.1322 -0.9724 3.4369
O -2.9891 -1.4706 3.4628
O -5.1079 -1.3919 2.7667
O -4.3466 -0.1440 4.3076
N 0.1049 4.3493 -2.3276
C -0.1901 4.5881 -3.6617
C -1.4511 4.2582 -4.2333
C -2.3115 3.6061 -3.4513
C -1.9916 3.1064 -2.1689
C -0.7846 3.6119 -1.6195
H 0.4782 5.2229 -4.2246
H -1.7683 4.5640 -5.2193
H -3.3051 3.3866 -3.8131
H -2.6084 2.4969 -1.5251
H -0.4524 3.3777 -0.6190
N 2.6588 -5.1665 -0.0888
C 3.7314 -4.6616 -0.7990
C 4.8131 -5.4667 -1.1192
C 4.8975 -6.8169 -0.7085
C 3.8984 -7.3383 0.1327
C 2.7610 -6.5133 0.2945
H 3.8171 -3.6085 -1.0229
H 5.6117 -5.0122 -1.6867
H 5.6745 -7.4926 -1.0344
H 3.8225 -8.3875 0.3770
H 1.9772 -6.8006 0.9797
N -2.2969 -4.4353 2.1099
C -2.1168 -5.8533 2.3469
C -2.8558 -6.8213 1.6080
C -3.7209 -6.3032 0.6137
C -3.9934 -4.9555 0.4342
C -3.2477 -4.0828 1.1923
H -1.3855 -6.1769 3.0728
H -2.8590 -7.8990 1.5373
H -4.2156 -6.9548 -0.0914
H -4.6402 -4.6031 -0.3556
H -3.5007 -3.0426 1.0495
N -6.5629 3.0011 -1.9839
C -6.0798 1.7830 -2.1855
C -5.3211 0.9965 -1.2515
C -5.2618 1.4929 0.0647
C -5.8096 2.7356 0.3200
C -6.4119 3.4527 -0.7035
H -6.1701 1.4956 -3.2227
H -4.7721 0.1110 -1.5361
H -4.7655 0.9320 0.8428
H -5.8468 3.2707 1.2574
H -6.6748 4.4754 -0.4769
N 2.8797 -2.1891 0.8974
C 3.0029 -0.9881 0.2474
C 4.0480 -0.1113 0.4300
C 5.1324 -0.6108 1.1095
C 5.1911 -1.8632 1.6849
C 4.0252 -2.5747 1.6072
H 2.1392 -0.4913 -0.1692
H 4.0277 0.8826 0.0081
H 5.9357 0.1107 1.0885
H 5.9682 -2.2895 2.3019
H 3.9759 -3.5147 2.1367
N -0.9298 4.9496 1.7035
C -0.8435 4.1266 2.7424
C -1.9855 3.5844 3.3727
C -3.2583 3.9312 2.8522
C -3.2835 4.8461 1.7485
C -2.1262 5.2189 1.1656
H 0.1323 4.0220 3.1933
H -1.7483 2.9663 4.2260
H -4.1016 3.5940 3.4367
H -4.2721 5.0852 1.3851
H -2.0717 5.9325 0.3568
N 4.4560 3.5440 3.5699
C 3.9162 3.4224 2.3706
C 4.6275 3.3559 1.1554
C 6.0364 3.3726 1.2652
C 6.6229 3.4819 2.5309
C 5.8211 3.5266 3.6500
H 2.8412 3.5178 2.4112
H 4.0468 3.3292 0.2452
H 6.6763 3.2771 0.4005
H 7.6974 3.5387 2.6237
H 6.3295 3.7146 4.5841
N -3.1085 1.1103 -7.8153
C -2.4052 1.4016 -6.6988
C -1.2941 0.6734 -6.3218
C -0.9123 -0.3812 -7.0818
C -1.6105 -0.6848 -8.2775
C -2.6937 0.1087 -8.6609
H -2.7079 2.2602 -6.1178
H -0.8240 0.8989 -5.3760
H -0.0709 -0.9787 -6.7635
H -1.3179 -1.5618 -8.8356
H -3.1597 -0.0404 -9.6237
N 0.1563 -1.0256 4.3899
C -0.3037 0.0577 5.1285
C 0.4090 1.2948 5.3101
C 1.6723 1.3985 4.7813
C 2.2645 0.3302 4.1498
C 1.4736 -0.8284 3.9548
H -1.2953 -0.0355 5.5461
H -0.0639 2.1681 5.7345
H 2.1993 2.3356 4.8835
H 3.2888 0.3474 3.8079
H 1.9588 -1.7071 3.5562
N 2.7955 2.7551 -5.3742
C 2.3018 1.5093 -5.6769
C 2.0829 0.5203 -4.7379
C 2.3368 0.8154 -3.4025
C 2.8121 2.0387 -3.0572
C 2.9715 3.0204 -4.0311
H 2.0148 1.4200 -6.7142
H 1.7731 -0.4408 -5.1211
H 2.1081 0.0218 -2.7066
H 2.9172 2.2589 -2.0051
H 3.4932 3.9219 -3.7456
N 4.0825 6.8485 -0.4261
C 3.1211 5.9919 -0.7062
C 1.8853 5.9690 -0.0185
C 1.6801 7.0194 0.9067
C 2.7106 7.9091 1.2517
C 3.8832 7.7698 0.5676
H 3.4944 5.2189 -1.3616
H 1.2047 5.1305 -0.0311
H 0.7405 7.1111 1.4312
H 2.6947 8.6214 2.0633
H 4.7053 8.4634 0.6651
C -2.5942 -2.3922 -4.4167
Cl -3.1287 -0.8004 -3.7031
Cl -3.7322 -3.1064 -5.6310
Cl -2.2145 -3.5638 -3.1112
H -1.7008 -2.1411 -4.9883
C -7.8221 -1.7823 -0.1896
Cl -9.5014 -2.0561 -0.2588
Cl -7.0516 -1.7523 -1.8477
Cl -7.0364 -3.0170 0.8531
H -7.7620 -0.8172 0.3135
*
```


2.
Computed, not measured: a structure of composition C63H74BiBrN5O6PSSe at a distorted geometry, with the ωB97M-V functional and the def2-TZVPD basis.

Properties
LUMO   0.0 eV
HOMO level   -7.985 eV

```
! RIJCOSX wB97M-V def2-TZVPD def2/J DEFGRID3
* xyz 0 1
Bi 1.3494 -0.0549 -0.0229
C -4.7746 -2.1345 5.0393
C -4.0622 -2.7842 3.8509
C -3.4872 -4.1342 4.3085
C -5.1013 -3.0256 2.7450
C -2.9276 -1.9158 3.3144
C -2.2041 -2.3258 2.2078
C -1.1755 -1.5418 1.7233
Se -0.2836 -2.2309 0.1565
C -1.5410 -1.5879 -1.1445
C -2.5824 -2.4423 -1.4506
C -3.5644 -2.0468 -2.3398
C -3.4098 -0.7864 -2.8978
C -2.3583 0.0986 -2.6384
C -1.3684 -0.2991 -1.6932
O -0.3463 0.4788 -1.3083
C -2.4495 1.4310 -3.4217
C -3.7340 2.1590 -2.9889
C -2.5222 1.1241 -4.9291
C -1.2848 2.3915 -3.2133
C -4.7213 -2.9866 -2.6811
C -5.7367 -2.3378 -3.6230
C -5.4516 -3.3906 -1.3904
C -4.1575 -4.2432 -3.3634
C -0.7745 -0.3183 2.2977
O 0.1997 0.4226 1.7486
C -1.4864 0.0927 3.4537
C -2.5310 -0.7226 3.8994
C -1.2416 1.3472 4.3330
C -0.8278 0.8857 5.7447
C -2.5459 2.1633 4.4274
C -0.1369 2.3042 3.8784
H -5.5962 -2.7766 5.3636
H -4.1003 -2.0015 5.8893
H -5.1943 -1.1633 4.7644
H -4.2881 -4.7817 4.6770
H -2.9819 -4.6480 3.4884
H -2.7632 -3.9880 5.1137
H -5.9365 -3.6081 3.1420
H -5.4908 -2.0757 2.3705
H -4.6750 -3.5750 1.9027
H -2.4312 -3.2525 1.6928
H -2.6066 -3.4167 -0.9747
H -4.1643 -0.4489 -3.5948
H -4.6303 1.5825 -3.2284
H -3.7169 2.3346 -1.9125
H -3.8055 3.1270 -3.4944
H -3.4121 0.5514 -5.1961
H -2.5443 2.0603 -5.4939
H -1.6482 0.5537 -5.2470
H -1.2014 2.6861 -2.1715
H -0.3422 1.9413 -3.5082
H -1.4519 3.2912 -3.8153
H -6.1602 -1.4298 -3.1858
H -5.2884 -2.0894 -4.5881
H -6.5574 -3.0351 -3.8066
H -5.8153 -2.5054 -0.8627
H -6.3075 -4.0286 -1.6277
H -4.7939 -3.9430 -0.7149
H -3.6600 -3.9775 -4.2994
H -3.4282 -4.7454 -2.7241
H -4.9623 -4.9501 -3.5867
H -3.0643 -0.3909 4.7793
H -1.4495 0.0687 6.1164
H 0.2118 0.5551 5.7291
H -0.9059 1.7262 6.4414
H -3.3156 1.6557 5.0126
H -2.3373 3.1177 4.9186
H -2.9469 2.3645 3.4334
H 0.7948 1.7688 3.7311
H -0.3922 2.8252 2.9596
H 0.0189 3.0511 4.6617
C 2.0159 -1.3796 -5.6644
C 1.6364 -0.7315 -4.3267
C 1.5232 -1.8529 -3.2998
C 2.6873 0.3087 -3.9111
C 3.1497 1.1932 -5.0818
O 3.1712 2.5160 -4.5327
C 2.5864 2.4439 -3.3057
N 2.2499 1.2933 -2.8904
C 2.4680 3.7827 -2.6621
C 2.9018 4.8594 -3.4535
C 2.9421 6.1505 -2.9717
C 2.5696 6.4034 -1.6621
C 2.1091 5.3623 -0.8815
C 2.0258 4.0459 -1.3548
P 1.3273 2.8385 -0.1491
C -0.3645 3.6282 0.1166
C -1.3677 2.7727 0.5880
C -2.7041 3.1384 0.6074
C -3.0961 4.3797 0.1356
C -2.1295 5.2332 -0.3689
C -0.7919 4.8616 -0.3906
C 2.6171 3.0582 1.2250
C 3.7268 3.9093 1.1518
C 4.8069 3.7775 2.0142
C 4.8322 2.7817 2.9754
C 3.7470 1.9277 3.0709
C 2.6659 2.0678 2.2158
H 1.3668 -2.2349 -5.8593
H 3.0488 -1.7401 -5.6233
H 1.9246 -0.6982 -6.5106
H 0.6691 -0.2315 -4.4127
H 2.4711 -2.3933 -3.2455
H 0.7322 -2.5554 -3.5696
H 1.3043 -1.4568 -2.3110
H 3.5491 -0.2122 -3.4867
H 2.4447 1.1977 -5.9130
H 4.1424 0.9363 -5.4426
H 3.2219 4.6580 -4.4633
H 3.2681 6.9595 -3.6142
H 2.6382 7.4010 -1.2455
H 1.8020 5.5631 0.1360
H -1.1022 1.7853 0.9170
H -3.4441 2.4282 0.9576
H -4.1402 4.6686 0.1323
H -2.4108 6.2000 -0.7676
H -0.1131 5.5575 -0.8477
H 3.8075 4.6698 0.3985
H 5.6549 4.4419 1.8986
H 5.6892 2.6607 3.6262
H 3.7452 1.1222 3.7974
H 1.8445 1.3778 2.3478
C 3.0076 -0.0721 6.4235
C 2.2179 -1.3154 5.9921
C 2.4646 -1.6347 4.5510
N 1.8026 -1.1724 3.5575
N 2.2800 -1.5502 2.3203
C 3.3540 -2.3050 2.4055
N 4.0193 -2.8295 1.3582
S 3.8302 -2.6211 4.0556
H 2.8184 0.1564 7.4737
H 2.7157 0.7891 5.8201
H 4.0799 -0.2352 6.2966
H 1.1507 -1.1473 6.1232
H 2.5133 -2.1692 6.6032
H 4.0228 -2.2552 0.4881
H 4.9012 -3.2694 1.5614
Br 3.1333 -6.8354 -1.5290
C 4.4782 -5.5136 -1.7159
C 5.7861 -5.8860 -1.9745
N 6.7554 -4.9869 -2.1348
C 6.4356 -3.6959 -2.0726
C 5.1506 -3.2352 -1.8060
C 4.1523 -4.1748 -1.6006
C 4.8413 -1.7459 -1.8662
O 5.3282 -1.1185 -2.8039
O 4.0773 -1.2830 -0.9396
H 6.0646 -6.9308 -2.0594
H 7.2406 -2.9893 -2.2397
H 3.1413 -3.8744 -1.3591
O 5.2318 1.6814 -0.5698
C 4.1650 1.3251 -0.6284
*
```


3.
Computed, not measured: a cluster of 8 separate species, C63H76FN9O16 in total at a distorted geometry, with the ωB97M-V functional and the def2-TZVPD basis.

Properties
LUMO   -0.9 eV
HOMO level   -9.778 eV

```
! RIJCOSX wB97M-V def2-TZVPD def2/J DEFGRID3
* xyz 0 1
H 3.7363 -4.8650 -7.2947
N 2.7529 -4.8409 -7.0178
C 2.6682 -4.8960 -5.7757
C 1.3038 -4.8313 -5.1470
C 3.9349 -4.9899 -4.9144
N 3.7713 -4.4346 -3.5707
C 4.2777 -5.3068 -2.5561
O 5.3146 -5.8530 -2.6821
O 3.6308 -5.5264 -1.4024
C 2.1899 -5.6779 -1.5934
C 1.5554 -6.4909 -0.4678
C 0.5669 -5.7500 0.4651
C -0.7533 -5.4184 -0.2663
C -1.6604 -6.6453 -0.4930
C -2.1991 -6.7274 -1.9262
C -2.6895 -5.3244 -2.3414
C -3.5984 -5.2857 -3.5606
C -4.0295 -3.8249 -3.9836
C -3.6370 -2.7395 -2.9741
C -4.1342 -1.3259 -3.3163
C -4.1454 -0.4705 -2.0220
C -2.8912 -0.5594 -1.1557
C -1.6099 0.0092 -1.7872
C -0.8183 0.7179 -0.6693
C 4.3581 -3.1216 -3.4304
C 3.5090 -2.0266 -4.0502
F 5.6705 -3.0377 -3.8551
H 1.0965 -3.8476 -4.7398
H 1.2592 -5.5572 -4.3356
H 0.5865 -5.1415 -5.8983
H 4.1793 -6.0472 -4.8485
H 4.7342 -4.5288 -5.4907
H 1.7388 -4.6905 -1.6711
H 2.0143 -6.2001 -2.5318
H 2.2954 -7.0396 0.1092
H 0.9462 -7.2452 -0.9694
H 0.3632 -6.3451 1.3516
H 0.9893 -4.7916 0.7677
H -0.4772 -4.9077 -1.1867
H -1.2893 -4.6840 0.3322
H -1.1043 -7.5441 -0.2193
H -2.4832 -6.6049 0.2200
H -1.3737 -7.0429 -2.5679
H -3.0088 -7.4502 -1.9942
H -3.1279 -4.8825 -1.4508
H -1.8087 -4.7480 -2.5986
H -3.0216 -5.6899 -4.3944
H -4.4743 -5.9256 -3.4761
H -3.5138 -3.6086 -4.9219
H -5.0900 -3.7924 -4.2207
H -4.0871 -3.0030 -2.0195
H -2.5596 -2.6752 -2.8923
H -5.1614 -1.3368 -3.6758
H -3.4762 -0.8799 -4.0618
H -4.9630 -0.8472 -1.4068
H -4.3095 0.5836 -2.2497
H -2.6902 -1.5595 -0.7768
H -3.0878 0.0529 -0.2664
H -1.8119 0.6778 -2.6208
H -0.9895 -0.8277 -2.1053
H -0.5480 -0.0386 0.0711
H 0.0677 1.2120 -1.0341
H -1.4809 1.3990 -0.1448
H 4.3783 -2.9107 -2.3609
H 2.6919 -2.4212 -4.6404
H 4.1328 -1.3608 -4.6401
H 3.0794 -1.4556 -3.2440
O -4.6703 1.4935 0.8588
N -5.8401 1.5428 0.5317
O -6.5741 0.5793 0.4495
C -6.4002 2.8610 0.2078
C -5.5773 3.9726 0.2554
C -6.1013 5.2111 -0.0721
C -7.4361 5.3262 -0.4380
C -8.2500 4.2033 -0.4715
C -7.7319 2.9609 -0.1476
H -4.5389 3.8841 0.5395
H -5.4685 6.0877 -0.0454
H -7.8426 6.2952 -0.6987
H -9.2902 4.2963 -0.7532
H -8.3671 2.0884 -0.1762
O 8.8954 0.8196 1.3009
N 9.3518 0.0632 0.4634
O 10.3980 0.2419 -0.1266
C 8.5787 -1.1418 0.1374
C 7.3629 -1.3539 0.7625
C 6.6234 -2.4785 0.4321
C 7.1046 -3.3783 -0.5105
C 8.3311 -3.1576 -1.1196
C 9.0738 -2.0344 -0.7973
H 6.9841 -0.6554 1.4950
H 5.6656 -2.6531 0.9060
H 6.5170 -4.2487 -0.7767
H 8.7058 -3.8605 -1.8511
H 10.0264 -1.8692 -1.2796
O 2.2940 -2.1902 3.8872
N 3.4081 -2.5040 3.5264
O 3.6673 -3.0218 2.4554
C 4.5245 -2.2430 4.4458
C 4.2667 -1.6861 5.6848
C 5.3218 -1.4632 6.5542
C 6.6166 -1.7933 6.1766
C 6.8602 -2.3427 4.9255
C 5.8087 -2.5704 4.0540
H 3.2604 -1.4284 5.9801
H 5.1344 -1.0340 7.5286
H 7.4380 -1.6226 6.8600
H 7.8692 -2.5966 4.6308
H 6.0021 -3.0012 3.0839
O -0.2304 3.7429 0.4898
N 0.8122 3.7008 -0.1303
O 0.9065 3.4088 -1.3068
C 2.0511 4.0144 0.5939
C 1.9913 4.3116 1.9433
C 3.1669 4.5790 2.6265
C 4.3838 4.5510 1.9579
C 4.4263 4.2612 0.6011
C 3.2552 3.9905 -0.0878
H 1.0467 4.3324 2.4662
H 3.1351 4.8060 3.6832
H 5.3014 4.7534 2.4947
H 5.3748 4.2425 0.0809
H 3.2914 3.7612 -1.1426
O -11.6545 4.4218 1.6486
N -10.6031 4.7801 2.1434
O -9.6276 4.0698 2.2780
C -10.5033 6.1680 2.6097
C -11.6050 6.9992 2.5046
C -11.5124 8.3014 2.9659
C -10.3257 8.7602 3.5208
C -9.2260 7.9175 3.6105
C -9.3119 6.6122 3.1536
H -12.5292 6.6443 2.0733
H -12.3670 8.9601 2.8967
H -10.2573 9.7734 3.8821
H -8.3013 8.2779 4.0410
H -8.4561 5.9569 3.2267
O 14.2143 -4.7514 -5.6421
N 14.1088 -3.5547 -5.4645
O 15.0425 -2.7823 -5.3866
C 12.7533 -3.0021 -5.3306
C 11.6676 -3.8576 -5.3783
C 10.3928 -3.3366 -5.2294
C 10.2181 -1.9728 -5.0395
C 11.3166 -1.1252 -5.0031
C 12.5941 -1.6405 -5.1487
H 11.8027 -4.9187 -5.5262
H 9.5346 -3.9943 -5.2585
H 9.2209 -1.5692 -4.9176
H 11.1774 -0.0629 -4.8574
H 13.4484 -0.9808 -5.1173
O -9.5684 11.2533 5.8183
N -10.3313 10.4969 6.3891
O -11.3351 10.0312 5.8884
C -10.0179 10.1213 7.7725
C -8.9002 10.6616 8.3822
C -8.6200 10.3219 9.6950
C -9.4529 9.4476 10.3796
C -10.5656 8.9062 9.7509
C -10.8532 9.2436 8.4392
H -8.2512 11.3419 7.8511
H -7.7531 10.7413 10.1861
H -9.2344 9.1880 11.4071
H -11.2113 8.2232 10.2851
H -11.7210 8.8237 7.9524
*
```


Short version: total energy = -8556.29616 -9099.94212 -4242.06871 Eh, in the order given.